Record 1
# C19H45CuN6O7

C19H45CuN6O7 as an isolated structure at a distorted geometry (ωB97M-V/def2-TZVPD, the OMol25 dataset).

Each line ends with the Löwdin charge.
Element x y z (Å)
1 Cu -13.979677 -16.978784 37.220650  0.738
2 C -12.210886 -20.179615 38.927911  -0.053
3 C -11.894112 -19.659583 37.510088  -0.566
4 C -12.250987 -20.712328 36.476644  -0.052
5 O -12.471017 -18.417639 37.291729  -0.277
6 H -11.756487 -21.158331 39.098978  0.079
7 H -13.285614 -20.354410 39.070776  0.070
8 H -11.941956 -19.440171 39.679486  0.047
9 H -10.799880 -19.529762 37.508580  0.128
10 H -11.735778 -21.641920 36.726839  0.083
11 H -12.077472 -20.409909 35.447097  0.067
12 H -13.325624 -20.899635 36.524857  0.047
13 C -18.546306 -17.882821 36.389109  0.026
14 C -17.204126 -18.474161 36.766115  -0.540
15 O -16.257188 -17.750223 37.060321  -0.005
16 N -17.126530 -19.810535 36.827812  0.036
17 C -15.889150 -20.509942 37.086722  -0.062
18 H -18.370890 -16.993491 35.792753  0.074
19 H -19.042153 -17.717684 37.346955  0.089
20 H -19.146329 -18.568155 35.790914  0.083
21 H -17.921518 -20.425892 36.834430  0.144
22 H -15.548824 -21.011151 36.171936  0.082
23 H -15.996583 -21.349589 37.779881  0.095
24 H -15.082758 -19.877204 37.443524  0.063
25 C -13.612700 -17.861890 41.366596  0.025
26 C -14.810186 -17.826600 40.430976  -0.502
27 O -14.674408 -17.436801 39.274633  0.008
28 N -15.990156 -18.073272 40.993697  0.034
29 C -17.246096 -18.043497 40.255723  -0.036
30 H -13.890634 -17.587519 42.386644  0.083
31 H -12.848309 -17.158684 41.048769  0.077
32 H -13.189624 -18.867129 41.392733  0.078
33 H -16.011417 -18.276401 41.976236  0.138
34 H -17.367643 -17.059488 39.803457  0.078
35 H -18.062595 -18.286551 40.926983  0.092
36 H -17.219175 -18.756538 39.432555  0.074
37 C -11.925015 -13.508999 38.551955  0.017
38 C -11.743514 -14.980161 38.647363  -0.505
39 O -12.679962 -15.759655 38.485123  -0.012
40 N -10.526296 -15.425631 39.014303  0.032
41 C -10.175114 -16.816835 39.234222  -0.046
42 H -12.008973 -13.060103 39.543732  0.095
43 H -12.865636 -13.295392 38.043235  0.082
44 H -11.165442 -12.970415 37.983850  0.089
45 H -9.842268 -14.731697 39.268141  0.139
46 H -9.569997 -17.182333 38.407085  0.089
47 H -11.098404 -17.399170 39.214738  0.055
48 H -9.744553 -16.958585 40.222803  0.091
49 C -15.880459 -16.586381 33.669350  0.023
50 C -15.063572 -17.835453 33.969915  -0.505
51 O -14.448051 -17.914969 35.014942  0.023
52 N -15.090902 -18.822910 33.038799  0.029
53 C -14.172465 -19.922415 33.158521  -0.073
54 H -15.539300 -15.817590 34.363376  0.066
55 H -16.954623 -16.690749 33.810118  0.074
56 H -15.648010 -16.229131 32.664191  0.085
57 H -15.630272 -18.718298 32.201192  0.137
58 H -13.160042 -19.685276 32.815431  0.093
59 H -14.551441 -20.819562 32.671246  0.090
60 H -13.990323 -20.234169 34.185296  0.053
61 O -13.064911 -15.598044 35.652617  -0.017
62 C -12.027849 -15.724899 35.009433  -0.549
63 N -11.275003 -16.828103 35.140181  0.202
64 C -11.612937 -14.710207 33.952718  0.019
65 H -11.534754 -17.480863 35.883387  0.074
66 H -10.350853 -16.888112 34.753505  0.110
67 H -12.530226 -14.300451 33.538712  0.083
68 H -11.106602 -15.241756 33.149213  0.080
69 H -11.009322 -13.952893 34.446723  0.086
70 O -15.169439 -15.044412 37.267423  0.006
71 C -15.992824 -14.201280 37.593108  -0.542
72 N -16.547610 -13.349868 36.717827  0.188
73 C -16.331018 -14.024744 39.063051  0.023
74 H -16.408102 -13.698023 35.773547  0.118
75 H -17.389718 -12.842687 36.920656  0.111
76 H -15.617272 -13.364837 39.557574  0.091
77 H -16.279870 -14.950756 39.633811  0.067
78 H -17.347376 -13.646139 39.200337  0.081

Atomic forces in eV per Å
Cu 0.8 -0.9 0.2
C -0.6 -0.3 -0.3
C -0.6 0.1 0.8
C -0.5 -0.2 0.2
O -0.4 1.7 -0.7
H 0.3 0.2 0.2
H -0.1 0.2 -0.3
H 0.4 -0.1 0.0
H 0.1 0.1 -0.2
H 0.0 0.0 -0.3
H 0.5 0.1 0.0
H 0.0 -0.1 0.1
C 0.3 -0.7 0.0
C 0.1 0.5 0.1
O -0.2 0.0 -0.4
N 0.4 -0.9 0.4
C 0.7 -1.0 -0.3
H -0.1 0.3 0.4
H -0.3 0.5 -0.2
H 0.0 -0.1 0.1
H -0.4 0.5 -0.4
H 0.1 0.3 -0.1
H -0.4 0.3 0.3
H -0.2 0.3 0.0
C -0.2 -0.2 0.3
C 1.5 1.4 0.0
O -0.7 -0.6 -0.1
N -0.8 -0.5 0.1
C 0.5 0.1 -0.2
H -0.1 -0.1 0.0
H -0.1 -0.1 -0.3
H 0.0 0.1 0.0
H 0.0 -0.1 0.0
H -0.2 0.0 0.1
H 0.0 0.1 0.0
H 0.0 -0.1 0.1
C -0.6 1.1 -0.4
C -0.2 -1.0 0.3
O 0.3 0.3 0.0
N 0.4 0.5 0.2
C -1.0 -0.2 -0.2
H 0.2 -0.1 0.0
H 0.0 -0.3 0.0
H 0.3 -0.2 0.2
H 0.0 0.0 -0.1
H 0.3 -0.1 0.3
H 0.0 0.1 -0.2
H 0.4 0.1 -0.2
C 0.6 0.3 0.0
C -1.1 0.7 -0.1
O 0.6 -0.6 0.2
N 0.4 0.1 0.8
C 0.7 -1.0 0.2
H 0.0 -0.1 0.1
H 0.0 -0.3 -0.2
H -0.3 -0.1 -0.1
H 0.0 0.2 -0.1
H -0.2 0.1 -0.4
H 0.0 0.2 -0.3
H -0.5 0.4 0.3
O -0.4 0.3 0.3
C 0.1 -0.6 -0.6
N 0.3 0.1 0.2
C -0.5 -0.8 0.5
H -0.3 -0.2 0.2
H 0.0 0.1 -0.2
H 0.1 0.3 0.1
H 0.4 0.3 0.1
H 0.1 0.2 -0.3
O -0.2 -0.2 -0.7
C 0.7 -0.8 2.1
N 0.1 -0.6 -1.1
C -0.6 0.1 0.2
H -0.2 0.6 0.0
H 0.0 0.0 0.1
H 0.0 0.2 -0.3
H 0.2 -0.3 -0.5
H 0.2 0.3 0.0

Gap between HOMO and LUMO (alpha / beta)   8.9 / 7.2 eV
Charge   +1
ΔE to the lowest compared entry with this formula, charge and spin   0.00 kJ/mol
Expectation value of S²   0.75
Total energy   -3246.5526 Ha
Spin multiplicity   2

Record 2
# C27H80N2O13

A 13-piece molecular cluster, C27H80N2O13 overall at a distorted geometry (ωB97M-V/def2-TZVPD, the OMol25 dataset).

Each line ends with the Löwdin charge.
Element x y z (Å)
1 C 0.191721 -0.203295 0.016115  -0.109
2 O -1.050279 -0.133295 -0.680885  -0.107
3 H 0.838721 -0.909295 -0.446885  0.049
4 H 0.068721 -0.736295 1.004115  0.084
5 H 0.725721 0.662705 0.159115  0.037
6 H -0.791279 -0.009295 -1.533885  -0.014
7 C 3.747721 0.251705 -1.295885  -0.129
8 O 4.031721 -1.026295 -0.834885  -0.162
9 H 3.335721 0.370705 -2.310885  0.097
10 H 4.722721 0.778705 -1.103885  0.114
11 H 3.057721 0.527705 -0.518885  0.044
12 H 4.568721 -1.020295 -0.014885  0.113
13 C -0.241279 -0.256295 -4.090885  -0.184
14 O 0.622721 -0.315295 -3.066885  -0.084
15 H -0.774279 0.746705 -4.045885  0.106
16 H -0.893279 -1.088295 -4.115885  0.052
17 H 0.203721 -0.309295 -5.019885  0.064
18 H 1.086721 -1.137295 -3.096885  0.013
19 C 2.822721 -2.344295 -3.491885  -0.122
20 O 2.316721 -2.453295 -2.207885  -0.152
21 H 2.004721 -2.394295 -4.183885  0.084
22 H 3.534721 -3.154295 -3.509885  0.098
23 H 3.343721 -1.398295 -3.600885  0.085
24 H 2.913721 -2.010295 -1.634885  0.002
25 C -1.120279 -3.150295 -2.583885  -0.084
26 O -0.487279 -2.855295 -1.303885  -0.179
27 H -0.366279 -3.052295 -3.384885  0.081
28 H -1.887279 -2.379295 -2.685885  0.071
29 H -1.482279 -4.174295 -2.627885  0.089
30 H 0.475721 -2.691295 -1.305885  0.043
31 C -3.906279 -2.598295 -0.570885  -0.639
32 O -5.251279 -2.940295 -0.563885  -0.144
33 N -2.949279 -3.412295 -0.330885  0.133
34 N -3.531279 -1.376295 -0.845885  0.181
35 H -3.168279 -4.438295 -0.444885  0.181
36 H -1.983279 -3.060295 -0.507885  0.080
37 H -4.270279 -0.810295 -1.318885  0.093
38 H -2.619279 -0.939295 -0.855885  0.056
39 C -0.698279 -2.332295 3.650115  -0.031
40 C -2.069279 -2.737295 3.139115  -0.559
41 C -2.712279 -1.537295 2.418115  -0.030
42 O -1.992279 -3.661295 2.224115  -0.039
43 H -0.027279 -2.268295 2.774115  0.056
44 H -0.286279 -3.020295 4.384115  0.079
45 H -0.648279 -1.345295 4.140115  0.052
46 H -2.775279 -2.961295 3.843115  0.110
47 H -2.725279 -0.717295 3.065115  0.047
48 H -3.732279 -1.870295 2.291115  0.094
49 H -2.192279 -1.398295 1.453115  0.077
50 H -2.346279 -3.401295 1.312115  0.060
51 C 2.548721 3.119705 -0.104885  -0.042
52 C 2.583721 4.555705 0.335115  -0.624
53 C 1.797721 5.470705 -0.581885  -0.039
54 O 1.999721 4.764705 1.439115  -0.006
55 H 3.350721 2.575705 0.396115  0.050
56 H 2.396721 3.024705 -1.180885  0.091
57 H 1.573721 2.673705 0.208115  0.059
58 H 3.576721 4.795705 0.435115  0.122
59 H 0.715721 5.104705 -0.618885  0.086
60 H 2.135721 5.407705 -1.617885  0.082
61 H 1.859721 6.527705 -0.251885  0.101
62 H 1.038721 4.933705 1.214115  0.127
63 C -5.217279 2.288705 -3.370885  -0.012
64 C -4.719279 0.891705 -3.226885  -0.663
65 C -3.200279 0.854705 -3.121885  -0.020
66 O -5.249279 0.230705 -2.358885  0.054
67 H -4.900279 2.568705 -4.365885  0.090
68 H -4.788279 3.004705 -2.617885  0.094
69 H -6.217279 2.393705 -3.367885  0.040
70 H -4.929279 0.411705 -4.127885  0.129
71 H -2.889279 -0.121295 -3.373885  0.059
72 H -3.002279 0.936705 -2.108885  0.050
73 H -2.760279 1.490705 -3.842885  0.083
74 H -6.114279 -0.086295 -2.619885  0.159
75 C 4.598721 1.106705 2.389115  -0.005
76 C 3.120721 0.930705 2.769115  -0.606
77 C 2.706721 -0.473295 2.523115  -0.032
78 O 2.790721 1.349705 3.902115  0.073
79 H 4.733721 1.996705 1.787115  0.067
80 H 5.097721 0.429705 1.821115  0.025
81 H 5.298721 1.135705 3.209115  0.091
82 H 2.452721 1.440705 2.015115  0.125
83 H 3.461721 -1.211295 2.716115  0.079
84 H 2.792721 -0.444295 1.438115  0.054
85 H 1.687721 -0.741295 2.825115  0.079
86 H 2.793721 2.238705 3.880115  0.062
87 C -0.771279 3.047705 -1.289885  -0.017
88 C -2.155279 3.607705 -1.027885  -0.656
89 C -2.767279 2.876705 0.144115  -0.019
90 O -2.242279 4.819705 -0.879885  0.045
91 H -0.066279 3.556705 -1.923885  0.079
92 H -0.847279 2.030705 -1.654885  0.059
93 H -0.174279 2.842705 -0.414885  0.042
94 H -2.726279 3.315705 -1.878885  0.100
95 H -3.822279 2.726705 0.047115  0.079
96 H -2.703279 3.362705 1.090115  0.074
97 H -2.347279 1.912705 0.292115  0.045
98 H -3.178279 5.108705 -1.136885  0.177
99 C -0.034279 1.530705 5.052115  0.004
100 C -0.278279 2.211705 3.662115  -0.665
101 C -0.864279 1.219705 2.673115  -0.036
102 O -0.993279 3.183705 3.659115  0.043
103 H -0.921279 1.641705 5.727115  0.094
104 H 0.935721 2.003705 5.360115  0.075
105 H 0.149721 0.398705 4.854115  0.081
106 H 0.596721 2.645705 3.243115  0.110
107 H -0.470279 0.227705 2.569115  0.029
108 H -0.809279 1.665705 1.693115  0.050
109 H -1.916279 1.136705 2.824115  0.079
110 H -0.832279 3.722705 2.860115  0.137
111 C 2.179721 -3.394295 0.986115  -0.043
112 C 2.578721 -4.825295 0.872115  -0.615
113 C 2.444721 -5.231295 -0.610885  -0.026
114 O 3.771721 -5.007295 1.293115  0.035
115 H 2.890721 -2.791295 0.402115  0.076
116 H 2.265721 -3.283295 2.125115  0.109
117 H 1.135721 -3.184295 0.715115  0.078
118 H 1.942721 -5.455295 1.443115  0.133
119 H 1.520721 -4.855295 -1.060885  0.066
120 H 2.498721 -6.322295 -0.711885  0.080
121 H 3.269721 -4.859295 -1.208885  0.071
122 H 3.977721 -4.475295 2.033115  0.087

Atomic forces in eV per Å
C -1.4 -3.7 1.4
O -0.1 0.2 4.2
H 0.7 -0.4 -1.0
H -0.4 1.0 -1.0
H 0.7 2.5 0.2
H 1.0 0.4 -4.1
C 1.4 1.7 2.0
O 1.0 -3.1 -0.2
H 0.3 -0.6 0.5
H -1.2 0.5 -0.9
H -0.8 1.6 -0.4
H -0.6 0.2 -0.9
C -2.4 2.2 -0.8
O 1.4 0.9 2.3
H 0.4 -1.5 -0.1
H -1.4 -0.6 0.3
H 1.5 0.2 -2.3
H 0.5 -0.8 0.5
C 1.1 -0.2 0.4
O -2.7 -0.3 0.4
H -0.1 -0.4 -0.8
H 0.3 -0.3 -1.4
H 0.1 0.2 -0.4
H 1.1 0.6 1.4
C 1.9 0.8 0.3
O -0.1 -0.6 -0.2
H -0.4 0.0 0.2
H -0.2 -0.5 -0.3
H -0.3 0.1 0.2
H -0.5 -0.3 -0.8
C -8.8 0.2 -0.7
O 6.3 1.3 -0.2
N 3.1 -4.7 0.6
N -1.8 3.2 -1.6
H 0.5 1.8 0.5
H -0.8 -0.8 0.1
H 0.7 -0.6 1.1
H 0.3 -0.8 0.4
C 0.6 0.4 0.4
C 0.9 5.2 -0.6
C 0.1 -1.4 0.0
O 0.5 -4.6 -4.2
H -0.2 -0.2 0.4
H 0.2 -0.4 -0.1
H -0.4 -0.3 -0.2
H -1.4 -1.0 2.7
H 0.0 1.6 0.5
H -0.4 0.2 -0.7
H -0.3 0.5 0.5
H 0.4 -0.5 1.9
C -1.7 -0.9 0.0
C -0.1 -0.6 -6.2
C -0.2 0.2 -2.2
O -4.9 0.8 8.0
H -0.1 -0.2 -0.7
H 1.1 -0.2 -0.2
H 0.8 0.3 0.4
H 2.6 1.1 -0.1
H 1.3 0.6 0.3
H 0.0 0.2 -0.2
H -0.1 -0.7 -0.1
H 1.5 -0.3 1.0
C 3.6 1.6 0.1
C 4.9 5.7 -7.5
C -1.7 -0.8 -0.9
O -5.3 -6.4 9.5
H 0.2 0.7 -0.2
H -0.3 -0.6 -0.6
H -3.7 0.0 0.2
H -0.2 -0.5 -2.7
H 0.3 -1.3 -0.4
H 1.1 1.1 2.0
H 0.6 1.1 -0.1
H -0.2 -0.2 0.4
C -0.5 2.4 0.8
C 0.8 -2.3 -7.3
C 0.2 -0.7 -1.5
O -1.3 -1.6 7.7
H 0.1 0.7 0.3
H 0.6 -2.9 -2.1
H -0.3 0.5 0.9
H 0.9 0.2 0.1
H 0.2 -0.6 1.1
H -0.7 -0.7 -0.5
H 0.4 0.1 0.1
H -0.1 4.9 0.5
C 0.9 -0.8 0.3
C 0.7 -10.1 -0.7
C -0.5 -1.0 0.2
O -2.3 12.3 0.4
H -0.3 0.7 -0.7
H -0.4 -0.1 -0.5
H -0.2 0.4 0.9
H -0.5 -0.8 -1.2
H -0.9 -0.1 -0.4
H 0.6 0.9 0.7
H 0.3 -1.0 0.0
H 2.2 -0.2 0.8
C 0.7 -0.6 -1.1
C 6.1 -10.1 -0.3
C 0.4 -0.3 -0.8
O -8.8 11.7 0.7
H 1.0 0.1 -0.5
H -1.2 -0.7 0.8
H -0.2 2.1 0.6
H 2.7 -1.3 -0.2
H 0.4 -0.3 0.4
H 0.2 0.2 -0.6
H -0.9 -0.1 0.6
H -0.6 -0.2 0.8
C -0.4 0.4 2.1
C -5.3 0.5 -3.9
C 0.1 -0.9 0.1
O 6.7 -1.8 0.6
H -0.3 0.0 0.5
H -0.1 1.0 -1.4
H 0.3 -0.1 0.1
H -1.5 -0.5 0.5
H 0.1 -0.2 0.2
H -0.2 0.1 0.0
H 0.2 0.4 0.1
H 0.3 0.8 1.3

Gap between HOMO and LUMO   8.6 eV
Charge   0
ΔE to the lowest compared entry with this formula, charge and spin   466.31 kJ/mol
Total energy   -2163.8236 Ha
Spin multiplicity   1